1:
This record from OMol25 describes a single C5H11N molecule. The level of theory is ωB97M-V/def2-TZVPD.

As for the HOMO energy: -9.32 eV.

Last column: natural (NBO) charge in e.
Element x y z (Å)
N: -2.3844 0.1989 -0.1160  -0.830
C: -1.1958 -0.5655 0.2709  -0.214
C: -0.0497 -0.2939 -0.7131  -0.233
C: 1.2606 -0.9571 -0.2461  -0.390
C: 1.6036 0.3283 0.5645  -0.407
C: 0.6089 1.0416 -0.3715  -0.403
H: -2.0824 1.2007 -0.1693  0.345
H: -3.0970 0.1770 0.6936  0.353
H: -1.4756 -1.6194 0.2577  0.188
H: -0.8982 -0.2951 1.2855  0.162
H: -0.3656 -0.5744 -1.7162  0.212
H: 1.0529 -1.8609 0.3244  0.201
H: 1.9477 -1.0655 -1.0625  0.207
H: 2.6695 0.6501 0.6032  0.205
H: 1.2753 0.2785 1.6050  0.200
H: -0.0565 1.8800 -0.0007  0.192
H: 1.1867 1.4765 -1.2097  0.211



2:
This record from OMol25 describes 2 unconnected molecules or ions with the total composition C5H11N. The level of theory is ωB97M-V/def2-TZVPD.

As for the HOMO energy: -8.03 eV.

Last column: natural (NBO) charge in e.
Element x y z (Å)
C: 2.6491 0.7725 0.3571  -0.426
C: 1.9530 1.7506 -0.2215  -0.145
C: 2.3115 2.5289 -1.4482  -0.654
H: 2.6846 0.6790 1.4367  0.204
H: 3.5466 0.3919 -0.1045  0.181
H: 0.9518 1.9892 0.1329  0.188
H: 2.1302 3.5725 -1.2109  0.222
H: 3.3306 2.3596 -1.7905  0.212
H: 1.6715 2.3311 -2.3147  0.218
C: -1.6780 -1.6957 -0.5881  -0.535
C: -2.0450 -1.4359 0.6634  0.009
N: -3.1261 -2.0061 1.3073  -0.834
H: -1.9540 -2.4369 -1.3289  0.203
H: -0.8789 -1.0856 -1.0144  0.197
H: -1.3706 -0.8840 1.3040  0.187
H: -3.9502 -2.2196 0.7793  0.387
H: -3.2060 -1.9959 2.3058  0.385



3:
This record from OMol25 describes a single C5H11N molecule. The level of theory is ωB97M-V/def2-TZVPD.

As for the HOMO energy: -7.78 eV.

Last column: natural (NBO) charge in e.
Element x y z (Å)
C: 0.5715 2.0848 1.7115  -0.586
C: 0.2834 1.6171 0.1664  -0.428
C: -0.6293 0.3596 0.2090  -0.299
C: -0.2273 -0.8452 -0.3986  0.202
C: -0.7765 -2.2751 -0.0402  -0.658
N: 0.6495 -0.9022 -1.6165  -0.866
H: -0.3164 2.4119 2.0071  0.194
H: 1.1943 2.9369 1.4358  0.207
H: 1.0543 1.3174 2.3281  0.218
H: -0.1081 2.2538 -0.6000  0.209
H: 1.2504 1.2874 -0.2510  0.202
H: -1.4781 0.2802 1.0244  0.203
H: -0.5979 -2.4951 1.0111  0.226
H: -0.3495 -3.2059 -0.5990  0.215
H: -1.7729 -2.2870 -0.3537  0.223
H: 0.7568 -0.1952 -2.2986  0.371
H: 0.4906 -1.6372 -2.2766  0.367



In terms of stability, 1 leads; the second structure lies 1.180 eV higher.



1:
This record from OMol25 describes a single C5H11N molecule. The level of theory is ωB97M-V/def2-TZVPD.

As for the HOMO energy: -9.00 eV.

Last column: natural (NBO) charge in e.
Element x y z (Å)
C: 0.0011 -1.6183 -1.3930  -0.618
C: 0.5328 -0.1930 -1.4444  -0.215
N: -0.0929 0.6717 -0.4483  -0.410
C: 0.7929 1.4525 0.3982  -0.253
C: 0.0294 0.3077 0.9505  -0.086
C: -1.2107 0.4878 1.7907  -0.611
H: 0.3710 -2.1898 -2.2501  0.214
H: 0.3316 -2.1314 -0.4832  0.200
H: -1.0935 -1.6302 -1.4114  0.212
H: 1.6297 -0.2131 -1.3306  0.163
H: 0.3247 0.2454 -2.4276  0.197
H: 1.8676 1.3091 0.2675  0.186
H: 0.4910 2.4768 0.6084  0.198
H: 0.6240 -0.5804 1.1782  0.186
H: -0.9714 0.5156 2.8596  0.208
H: -1.9147 -0.3333 1.6138  0.211
H: -1.7123 1.4230 1.5216  0.216



2:
This record from OMol25 describes a single C5H11N molecule. The level of theory is ωB97M-V/def2-TZVPD.

As for the HOMO energy: -8.89 eV.

Last column: natural (NBO) charge in e.
Element x y z (Å)
C: -1.6543 -1.0831 0.2916  -0.599
C: -0.5986 0.0231 0.3111  -0.049
C: -0.9348 1.0648 -0.7590  -0.624
N: 0.7239 -0.6179 0.1562  -0.418
C: 1.8058 0.0044 -0.5798  -0.254
C: 1.8560 -0.1029 0.8980  -0.250
H: -1.6005 -1.6252 -0.6598  0.208
H: -1.4768 -1.8026 1.0948  0.215
H: -2.6663 -0.6736 0.4044  0.201
H: -0.6158 0.5063 1.2997  0.178
H: -1.0355 0.5816 -1.7394  0.208
H: -0.1809 1.8539 -0.8407  0.204
H: -1.8901 1.5482 -0.5223  0.216
H: 1.6728 1.0026 -0.9956  0.187
H: 2.3824 -0.6725 -1.2064  0.198
H: 2.4906 -0.8368 1.3951  0.197
H: 1.7221 0.8296 1.4522  0.182



In terms of stability, 1 leads; the second structure lies 0.204 eV higher.



1:
This record from OMol25 describes a gas-phase ion, C5H9N2O2S (charge +1). The level of theory is ωB97M-V/def2-TZVPD.

As for the HOMO energy (alpha / beta): -12.81 / -12.81 eV. The charge is +1.

Last column: natural (NBO) charge in e.
Element x y z (Å)
C: -1.1047 -1.0232 -1.7797  0.114
C: 1.1100 -2.0344 -0.9178  0.370
C: -2.0115 -0.5737 -0.8153  -0.464
C: 2.0860 0.1467 -0.0694  0.524
C: -1.7755 1.1100 1.3622  -0.815
N: -0.0164 -1.6600 -1.4049  -0.445
N: 2.1160 -1.1737 -0.6666  -0.620
O: 0.7197 0.5540 -0.0770  -0.696
O: 2.6406 0.1685 1.2206  -0.696
S: -0.8231 -0.2091 0.6305  1.049
H: -1.3122 -1.0899 -2.9249  0.265
H: 1.2318 -3.1245 -0.8158  0.231
H: -2.8056 0.0379 -0.8853  0.229
H: 2.6779 0.7491 -0.8208  0.198
H: -1.3051 1.3632 2.3848  0.275
H: -2.7939 0.7360 1.3770  0.279
H: -1.6315 2.0940 0.8869  0.282
H: 3.0387 -1.5712 -0.7061  0.421
H: 3.0686 0.9435 1.4529  0.500



2:
This record from OMol25 describes 2 unconnected molecules or ions with the total composition C5H9N2O2S. The level of theory is ωB97M-V/def2-TZVPD.

As for the HOMO energy (alpha / beta): -12.84 / -12.21 eV. The charge is +1.

Last column: natural (NBO) charge in e.
Element x y z (Å)
C: 2.5982 0.7332 0.4866  -0.249
C: 2.6561 0.2926 -0.7878  -0.410
C: -1.4540 0.1168 0.1347  -0.037
C: -0.7374 -1.0229 0.2165  0.484
C: -0.9349 1.5088 0.2793  -0.614
N: -2.5124 0.0561 -0.6592  0.396
N: -0.8261 -2.2781 0.5864  -0.693
O: -2.9463 1.0371 -1.2516  -0.304
O: -3.0771 -1.2250 -0.9076  -0.522
S: 1.5704 -0.7752 -1.5422  0.147
H: 3.2806 1.3186 1.1357  0.242
H: 1.9293 0.0559 1.1227  0.181
H: 3.4657 0.5937 -1.3907  0.227
H: -0.3914 1.6108 1.1363  0.234
H: -1.8895 1.9664 0.4810  0.261
H: -0.3201 1.8259 -0.6002  0.262
H: -1.4653 -2.8512 1.1993  0.453
H: -0.0051 -2.8654 0.3020  0.436
H: -3.6652 -1.1360 -1.6200  0.508



In terms of stability, 1 leads; the second structure lies 3.684 eV higher.